# 1
{
  "formula": "C5H6O",
  "method": "the ωB97M-V functional and the def2-TZVPD basis",
  "largest_force_ev_per_a": 1.1,
  "multiplicity": 1,
  "homo_lumo_gap_ev": 9.33,
  "homo_energy_ev": -9.2072,
  "e_above_lowest_kj_mol": 391.8,
  "elements": ["O", "C", "C", "C", "C", "C", "H", "H", "H", "H", "H", "H"],
  "positions_angstrom": [[-1.5082, 1.4963, 1.0581], [-0.8357, 0.9018, 0.2295], [-1.2723, 0.0399, -0.8230], [0.1464, -0.7825, 0.5974], [1.3290, -0.5027, -0.2440], [0.6425, 0.5864, 0.5557], [-2.3156, 0.1528, -1.1685], [-0.6054, -0.2869, -1.6026], [-0.1943, -1.4768, 1.3538], [1.2305, -0.5570, -1.3265], [2.3138, -0.8469, 0.0969], [1.0693, 1.2757, 1.2732]],
  "nbo_charge": [-0.6289, 0.4652, -0.3908, -0.0553, -0.4383, -0.3450, 0.2257, 0.2007, 0.2507, 0.2109, 0.2431, 0.2620]
}

# 2
{
  "formula": "Cl3OPS2",
  "method": "the ωB97M-V functional and the def2-TZVPD basis",
  "largest_force_ev_per_a": 3.2,
  "multiplicity": 1,
  "smiles": "S=P(Cl)(Cl)OSCl",
  "homo_lumo_gap_ev": 6.17,
  "homo_energy_ev": -9.1521,
  "e_above_lowest_kj_mol": 103.8,
  "elements": ["O", "P", "S", "S", "Cl", "Cl", "Cl"],
  "positions_angstrom": [[-0.1694, -0.7974, 0.1558], [0.5349, 0.1599, -0.8718], [0.6451, -0.1261, -2.8817], [-0.5846, -0.9866, 2.1423], [-0.3253, 1.9429, -0.4986], [2.3887, 0.3594, -0.1325], [-2.4893, -0.5521, 2.0865]],
  "nbo_charge": [-1.0176, 1.4233, -0.4501, 0.5776, -0.2525, -0.2456, -0.0351]
}

# 3
{
  "formula": "C28H22CrNO3",
  "method": "the ωB97M-V functional and the def2-TZVPD basis",
  "largest_force_ev_per_a": 4.9,
  "s2": 3.850,
  "multiplicity": 4,
  "homo_lumo_gap_ev": [7.37, 5.70],
  "homo_energy_ev": [-12.6677, -14.2540],
  "charge": 2,
  "elements": ["O", "C", "Cr", "C", "O", "C", "O", "C", "C", "C", "C", "C", "C", "C", "C", "C", "C", "C", "C", "C", "C", "C", "H", "H", "H", "H", "H", "H", "H", "H", "H", "H", "H", "C", "C", "C", "C", "C", "C", "C", "C", "C", "N", "C", "H", "H", "H", "H", "H", "H", "H", "H", "H", "H", "H"],
  "positions_angstrom": [[-2.3056, 2.4188, -6.0430], [-2.3392, 2.7546, -4.9276], [-2.5813, 3.2180, -3.0994], [-3.1771, 1.4487, -2.8786], [-3.5926, 0.3614, -2.8082], [-4.3820, 3.6352, -3.5265], [-5.4952, 3.8038, -3.8254], [-1.6873, 5.2044, -3.0062], [-0.6900, 4.2429, -3.2178], [-0.5938, 3.1278, -2.3743], [-1.4489, 2.9716, -1.2572], [-1.4358, 1.7337, -0.4909], [-1.4544, 0.5722, -0.0802], [-1.5963, -0.6428, 0.5263], [-1.0295, -1.8237, -0.0540], [-1.1823, -3.1175, 0.5220], [-0.5702, -4.2304, -0.0465], [0.2052, -4.0972, -1.2088], [0.3600, -2.8377, -1.8006], [-0.2523, -1.7204, -1.2398], [-2.4901, 3.9162, -1.1063], [-2.5831, 5.0378, -1.9423], [-1.7907, 6.0553, -3.6878], [-0.0131, 4.3378, -4.0679], [0.1175, 2.3273, -2.5890], [-2.1789, -0.7416, 1.4472], [-1.7892, -3.2206, 1.4247], [-0.6962, -5.2154, 0.4074], [0.6758, -4.9731, -1.6549], [0.9564, -2.7217, -2.7067], [-0.1388, -0.7342, -1.6927], [-3.2482, 3.7330, -0.3428], [-3.3831, 5.7627, -1.7879], [-0.0441, -2.3406, 4.2645], [0.9442, -1.6525, 3.4146], [0.8379, -0.4830, 2.6670], [2.0884, -0.2605, 2.0140], [2.9413, -1.3363, 2.4064], [4.2575, -1.4635, 1.9961], [4.7626, -0.4671, 1.1464], [3.9388, 0.6019, 0.7367], [2.6046, 0.7092, 1.1471], [2.2093, -2.1532, 3.2552], [2.7147, -3.3614, 3.8818], [-0.9814, -1.7758, 4.2776], [-0.2698, -3.3480, 3.8830], [0.3076, -2.4311, 5.3032], [-0.0397, 0.1407, 2.5772], [4.8606, -2.3048, 2.3306], [5.7962, -0.5260, 0.8081], [4.3604, 1.3671, 0.0814], [1.9531, 1.5266, 0.8226], [3.7535, -3.5016, 3.5744], [2.6794, -3.2854, 4.9773], [2.1350, -4.2413, 3.5702]],
  "nbo_charge": [-0.3782, 0.7519, -0.6829, 0.7582, -0.4005, 0.7543, -0.3775, -0.2168, -0.1529, -0.1831, -0.0267, -0.0858, 0.1117, -0.2461, -0.1107, -0.1262, -0.2307, -0.1618, -0.2071, -0.1744, -0.2308, -0.1317, 0.2856, 0.2801, 0.2647, 0.2384, 0.2067, 0.2354, 0.2372, 0.2329, 0.2094, 0.2817, 0.2832, -0.6882, 0.3167, -0.1076, -0.0659, 0.1495, -0.1867, -0.0947, -0.2389, -0.0994, -0.2792, -0.4241, 0.2533, 0.2626, 0.2695, 0.2467, 0.2416, 0.2492, 0.2441, 0.2316, 0.2354, 0.2405, 0.2367]
}

# 4
{
  "formula": "C25H45BrClPTb",
  "method": "the ωB97M-V functional and the def2-TZVPD basis",
  "largest_force_ev_per_a": 12.9,
  "s2": 12.791,
  "multiplicity": 7,
  "homo_lumo_gap_ev": [5.46, 5.60],
  "homo_energy_ev": [-2.9901, -3.1017],
  "charge": -1,
  "elements": ["Tb", "Cl", "P", "C", "H", "H", "C", "C", "C", "H", "C", "H", "H", "C", "H", "H", "C", "H", "H", "C", "H", "H", "H", "H", "C", "C", "H", "C", "H", "H", "C", "H", "H", "C", "H", "H", "C", "H", "H", "H", "H", "C", "H", "C", "H", "H", "C", "H", "H", "C", "H", "H", "C", "H", "H", "H", "H", "C", "C", "H", "C", "H", "C", "H", "H", "C", "H", "H", "C", "H", "H", "H", "H", "Br"],
  "positions_angstrom": [[-1.3900, -1.2630, 0.5772], [-0.0821, -2.8676, 1.5728], [0.1285, 0.0741, -0.3265], [-2.6380, -4.3595, 0.5820], [-2.7897, -4.1062, -0.4635], [-2.1687, -5.3193, 0.7908], [-0.4742, 1.8297, -0.5712], [0.7987, -0.6214, -1.9155], [-1.4731, 2.0128, -1.7264], [-1.0252, 2.0144, 0.3656], [-2.0747, 3.4246, -1.6994], [-0.9625, 1.8394, -2.6812], [-2.2654, 1.2647, -1.6649], [-0.9943, 4.5105, -1.7494], [-2.7726, 3.5398, -2.5369], [-2.6633, 3.5424, -0.7773], [0.0330, 4.3067, -0.6307], [-0.4806, 4.4641, -2.7201], [-1.4468, 5.5067, -1.6759], [0.6342, 2.8943, -0.6830], [0.8357, 5.0506, -0.7044], [-0.4508, 4.4551, 0.3455], [1.1461, 2.7636, -1.6443], [1.3849, 2.7777, 0.1014], [1.5850, 0.2484, 0.8409], [1.6082, 0.3180, -2.8348], [1.4970, -1.3797, -1.5261], [2.3121, -0.5110, -3.9202], [0.9325, 1.0288, -3.3190], [2.3392, 0.9025, -2.2710], [1.2937, -1.2987, -4.7546], [2.9035, 0.1505, -4.5648], [3.0161, -1.2069, -3.4427], [0.4017, -2.1725, -3.8637], [0.6635, -0.5887, -5.3094], [1.8088, -1.9155, -5.5006], [-0.2675, -1.3556, -2.7494], [-0.3655, -2.6732, -4.4658], [1.0096, -2.9634, -3.4024], [-0.9450, -0.6137, -3.1940], [-0.8791, -2.0028, -2.1159], [1.4407, 1.1350, 2.0924], [1.6796, -0.7877, 1.1961], [2.6379, 0.8999, 3.0291], [1.4088, 2.1931, 1.8027], [0.5121, 0.9169, 2.6295], [3.9715, 1.1786, 2.3253], [2.5357, 1.5292, 3.9217], [2.6192, -0.1453, 3.3684], [4.0974, 0.3568, 1.0373], [4.0316, 2.2495, 2.0814], [4.8065, 0.9592, 3.0014], [2.8983, 0.5895, 0.1086], [5.0245, 0.6135, 0.5110], [4.1554, -0.7103, 1.2857], [2.8840, 1.6417, -0.1995], [3.0009, -0.0213, -0.7905], [-1.7757, -0.0575, 1.8820], [-3.0035, -3.5351, 1.5650], [-1.3042, 0.9311, 1.9885], [-2.8261, -3.8082, 3.0275], [-3.4646, -2.5780, 1.3188], [-3.3722, -2.6797, 3.9196], [-3.3117, -4.7567, 3.2933], [-1.7508, -3.9123, 3.2320], [-2.4865, -1.4257, 3.9355], [-4.3818, -2.4103, 3.5830], [-3.4710, -3.0586, 4.9444], [-2.8547, -0.3566, 2.8817], [-2.5549, -0.9507, 4.9215], [-1.4351, -1.7157, 3.7997], [-3.7859, -0.6419, 2.3739], [-3.0699, 0.5889, 3.4074], [-0.5781, -3.9319, -1.2454]],
  "lowdin_charge": [0.5905, 0.0577, 0.9197, -0.2183, -0.0451, 0.0620, -0.3963, -0.4152, -0.2002, 0.0889, -0.1976, 0.1002, 0.1055, -0.2105, 0.1056, 0.1176, -0.1966, 0.1112, 0.1024, -0.2042, 0.1053, 0.1165, 0.1068, 0.0673, -0.3914, -0.2154, 0.1165, -0.1994, 0.1004, 0.0776, -0.2122, 0.1022, 0.1159, -0.2383, 0.1065, 0.1011, -0.3374, 0.1080, 0.0733, 0.1078, -0.1031, -0.1911, 0.0688, -0.1913, 0.1011, 0.0871, -0.2110, 0.1068, 0.1203, -0.1933, 0.1096, 0.1016, -0.2081, 0.1050, 0.1188, 0.0993, 0.0875, -0.5771, -0.3221, -0.0051, -0.2471, 0.0623, -0.2233, 0.1071, 0.0657, -0.2284, 0.1024, 0.0952, -0.3406, 0.0923, 0.0769, 0.0691, 0.0882, 0.0882]
}

Question: What is the formula in the second record?
Answer: Cl3OPS2